The following is a DFT calculation (ωB97M-V with the def2-TZVPD basis set) of a molecular structure, C34H57N3O3SiTi.

```
99
Properties=species:S:1:pos:R:3
C 2.64800 -1.62365 -0.15119
H 4.95639 -0.20878 1.04047
H -4.71546 -1.92409 1.76303
H 3.12954 2.94145 -2.68599
H 2.36695 -0.57235 3.91417
C 1.86958 -1.77109 2.17760
H -0.30835 -3.28628 -3.95571
C 3.10442 -0.80377 -1.32328
H 4.02017 4.05294 -1.64045
H -3.16521 -3.96267 3.85521
O -1.00853 0.95471 -0.38481
C 2.30214 4.67733 2.16480
N 2.29122 0.41131 1.15428
H 1.56870 -3.75677 2.93125
H 1.39397 5.28688 2.14852
H 0.41290 0.85494 -1.88162
C -1.08845 -4.11676 -2.11179
H -2.58838 -2.35850 -4.44134
C -2.30546 -3.50634 3.34365
H 0.69328 -4.54483 -3.18835
H -1.84105 -1.47164 -0.06666
C 0.05591 -3.67529 -2.99838
H -1.12821 0.23686 -3.69284
O 0.98865 3.15802 4.10496
C 0.91800 2.66467 2.99102
N 0.07452 1.70179 2.49665
H -3.79746 -4.09504 -2.19718
C 3.34566 1.08472 1.68873
H -1.90342 4.80691 0.90426
C -1.48871 0.16979 -2.66171
H 0.70134 -0.35067 3.37447
H -5.12358 -3.63649 1.50482
C 2.25413 -1.00787 1.05431
C -0.31855 5.92124 -1.07034
H 5.37977 1.04238 2.23291
H 4.49036 -0.40019 2.75063
C 3.22813 2.40097 2.02195
H 2.26999 -0.33841 -1.87585
H -1.30125 -1.23198 1.62848
H -2.98925 0.35095 -0.34754
C 1.99105 3.21103 1.87325
H -0.49915 -2.40731 0.58257
C -0.00984 4.96353 -0.10858
H 2.22895 -4.86725 0.79485
H 3.64100 -1.44458 -2.03678
C -2.93978 2.50182 -0.57670
H 3.79532 0.00240 -1.03126
C 1.08568 4.09569 -0.32827
C -0.65948 1.10002 -1.80069
H 2.95016 -3.49157 -1.15897
N 1.36506 3.03954 0.55698
H -2.23195 3.33432 -0.50250
H -1.40758 -0.88004 -2.35589
H -2.09867 -2.53659 3.81825
C -3.29599 -3.17830 -2.54966
H -0.76004 5.90914 1.66155
H 4.10256 2.90501 2.43180
H -4.63121 -2.62655 0.12527
C 1.85658 -3.16071 2.06365
H -3.89449 -2.31475 -2.22520
C 2.22577 -3.77931 0.86593
H -0.56091 4.14906 1.84445
Si -2.65897 -3.30986 1.50515
H -3.84180 2.77831 -0.02124
H -0.79571 2.15198 -2.08462
H -2.71186 -4.14194 -4.40143
Ti 0.55289 1.31333 0.83571
C -1.47661 -1.98483 0.84664
H 1.17315 -1.85099 4.19641
C 3.12377 3.41503 -1.69390
C 0.44339 6.03615 -2.23266
H 0.66721 -2.91521 -2.49622
H -3.23417 2.37741 -1.62338
H -1.15726 6.59445 -0.87582
C -2.40803 -5.02960 0.78653
H -2.55086 0.44251 -2.67451
C 1.50654 -1.09871 3.47007
H -1.43284 -4.15889 3.50000
C 1.54219 5.19967 -2.42417
H -1.45100 -5.45451 1.12040
H 3.03543 5.06698 1.44747
C -4.44774 -2.82522 1.19198
H 2.16227 5.29974 -3.31576
H -0.68402 -4.40994 -1.12966
C 1.88758 4.24078 -1.48508
O -2.03651 -3.05259 -1.86447
C -2.40556 1.20960 -0.00407
H 3.23539 2.62900 -0.94450
H -1.60587 -4.99106 -2.55117
H -2.40558 1.20743 1.09299
H -3.21367 -5.69569 1.12454
H 2.72273 4.70026 3.17679
C -0.83744 4.93972 1.14102
C 2.62735 -3.01471 -0.23268
H 0.19054 6.80099 -2.96785
C 4.60820 0.32576 1.93736
C -3.17090 -3.20682 -4.06173
H -2.42353 -5.03183 -0.30863
H -4.17413 -3.15569 -4.49470
```

The value obtained for the highest occupied orbital energy (alpha / beta) is -11.286 / -11.191 eV. As for the spin multiplicity: 2. The expectation value of S² is 0.7747. The charge is +1. The value obtained for the energy above the lowest of the compared OMol25 structures with the same formula, charge and spin is 0.0 kJ/mol.

***

The following is a DFT calculation (ωB97M-V with the def2-TZVPD basis set) of a molecular structure, C8H14ClCuO8S.

```
33
Properties=species:S:1:pos:R:3
H -9.19153 9.73027 -2.60734
H -9.98645 7.72636 5.19075
C -8.28468 9.53197 0.52332
O -7.74183 9.24421 8.34665
O -8.27479 9.08429 1.62883
H -9.67571 8.47446 -0.64686
O -12.41557 7.50792 3.25218
S -8.64561 8.13438 8.22888
H -13.15236 9.36246 3.06784
H -10.88134 6.87882 6.46572
H -13.35346 7.83283 0.41256
H -13.51595 9.51579 0.65512
H -14.27194 8.05744 2.67849
C -9.93934 7.36061 6.20615
O -9.25756 7.64943 9.43855
O -7.90814 6.93511 7.40012
H -9.37186 11.63088 -1.20462
C -8.77920 6.36833 6.40108
C -8.41811 11.10753 -1.15319
H -9.09345 5.41940 6.83678
H -7.45710 9.52989 -2.36866
C -8.39958 9.73326 -1.85845
Cu -10.34598 7.85622 2.29708
Cl -9.50808 5.31944 2.98664
C -13.22016 8.38424 2.53717
O -8.22522 10.83523 0.23961
H -7.97164 7.86775 -0.79028
C -8.61548 8.73948 -0.71701
O -9.68256 8.45837 7.07231
O -11.58399 8.74829 0.60553
H -7.61509 11.75218 -1.51127
H -8.19815 6.23570 5.49118
C -12.91937 8.65539 1.01987
```

The value obtained for the highest occupied orbital energy is 0.067 eV. The charge is -2.

***

The following is a DFT calculation (ωB97M-V with the def2-TZVPD basis set) of a gas-phase ion, C3H6IN2 (charge +1).

```
12
Properties=species:S:1:pos:R:3
H 1.58473 -0.16037 -2.09247
N -0.78472 1.32021 0.26478
C 1.66816 -0.24827 -1.05375
H -1.51928 1.98212 0.35007
H -2.13325 -0.24545 0.01270
I 3.43484 0.25305 -0.04416
N 0.83295 -0.98958 -0.51950
H 0.00926 1.50083 0.73688
H -0.96459 -0.23113 1.67841
C -0.26287 -1.11438 -0.00536
C -1.15294 -0.00359 0.51888
H -0.71228 -2.06346 0.15350
```

The value obtained for the highest occupied orbital energy is -13.955 eV. The charge is +1. The value obtained for the energy above the lowest of the compared OMol25 structures with the same formula, charge and spin is 220.5 kJ/mol. The structure (SMILES) is NCC=[N+]=CI.

***

The following is a DFT calculation (ωB97M-V with the def2-TZVPD basis set) of C20H29N3O3S in the gas phase.

```
56
Properties=species:S:1:pos:R:3
H 1.67260 3.34673 2.13748
O 7.40741 -2.81587 0.65395
H 7.79242 -5.11214 2.91764
H 1.68227 2.58291 3.79819
H -1.73898 2.87896 -2.17023
O 0.18219 2.30212 -0.71031
H 10.56768 -4.94071 -0.03125
H 5.46948 -3.47649 3.31662
H -2.95632 3.77325 -4.15344
C 10.02834 -5.24658 0.86223
H -0.16077 -0.58959 1.02225
H 0.96321 1.25219 -3.07388
H -0.43640 2.14343 1.56997
H -1.27478 -1.94291 -2.48447
C -1.54329 2.46653 -3.16034
H -3.61596 2.19071 -3.73763
C 8.82880 -4.38242 1.05192
C 0.44233 1.17158 -1.05841
H -0.66097 2.99615 -3.53088
C 1.40466 2.49996 2.75585
H 10.69584 -5.17132 1.72078
N 8.56774 -3.42453 0.20710
C -2.72452 2.70989 -4.09029
H 1.24960 -1.59455 0.60325
S -2.44585 0.14063 -2.02538
C 3.83737 -1.53429 2.74418
C 1.45878 1.13573 2.12418
H -2.50715 2.35525 -5.10059
C 0.53339 -0.86486 0.22550
C 5.78556 -2.95630 2.42018
H -0.04132 -1.33230 -0.57355
O 3.51203 -2.09141 3.78440
C 0.21373 0.71044 -2.48642
C 5.05788 -1.93258 1.98400
H 2.28231 1.97434 0.31502
C -1.18416 0.98431 -3.03886
H 2.18926 0.22603 3.97332
H -2.98625 -2.16062 -2.10422
H -2.51394 -1.58707 -3.71114
N 1.24781 0.30417 -0.29786
C 1.92735 -0.04659 2.94921
C -2.27512 -1.54242 -2.64917
C 0.13567 1.77392 2.40764
C 2.05478 0.99456 0.72654
H 3.56638 -0.45306 0.15731
H 5.35224 -1.38871 1.09694
C 3.35062 0.21556 0.99003
H -0.44014 1.35099 3.22159
H 9.73522 -6.29127 0.75650
H 0.45699 -0.34883 -2.57412
H 4.18877 0.90808 1.10859
C 6.99274 -3.43185 1.77334
H 1.18069 -0.84340 3.00998
H -1.24349 0.53847 -4.03668
C 7.84849 -4.43622 2.08238
N 3.10351 -0.52117 2.22906
```

The value obtained for the highest occupied orbital energy is -8.783 eV. The value obtained for the energy above the lowest of the compared OMol25 structures with the same formula, charge and spin is 286.3 kJ/mol. The structure (SMILES) is CC[C@@H](CC(=O)N(C)[C@@H]1CN(C(=O)/C=C/c2cc(C)no2)CC12CC2)SC.

***

The following is a DFT calculation (ωB97M-V with the def2-TZVPD basis set) of 2 unconnected molecules or ions with the total composition C4H11NO2S.

```
19
Properties=species:S:1:pos:R:3
C 0.60249 -1.64127 -2.68458
H 0.10662 -1.18876 -3.54844
H -1.04312 -1.71222 -1.29454
H 0.67155 -2.70819 -2.72978
H -1.48750 0.22586 0.65543
H 1.65398 -1.37047 -2.77098
C 0.74028 0.83290 2.65430
O -0.57982 1.12742 2.80317
C -1.57020 0.92920 -0.21037
H 2.30933 1.18435 1.49482
H 0.75610 0.90555 0.68054
O 1.29583 0.36818 3.64863
H -2.59238 0.74968 -0.64519
H -0.79288 1.04150 3.76765
C -0.11951 -1.14066 -1.44966
S -0.39893 0.72051 -1.57041
N 1.29996 1.13779 1.50751
H 0.46920 -1.38076 -0.54942
H -1.32099 1.91941 0.24132
```

The value obtained for the highest occupied orbital energy is -8.981 eV. The value obtained for the energy above the lowest of the compared OMol25 structures with the same formula, charge and spin is 36.9 kJ/mol. The structure (SMILES) is NC(=O)O.CCSC.

***

The following is a DFT calculation (ωB97M-V with the def2-TZVPD basis set) of a molecular structure, C24H38N4P2W.

```
69
Properties=species:S:1:pos:R:3
P -1.79903 -0.52910 -1.02436
P 1.55267 0.89056 -1.66007
C 2.72584 -2.49788 0.31640
N -1.45472 3.72793 1.28430
C 0.95257 2.13988 -2.84847
H -2.05472 -0.44061 2.53421
C 0.61034 -3.46166 0.72490
H -1.49961 0.52451 -3.24029
H -0.36835 0.17055 2.48273
C 2.98080 1.71484 -0.84909
H 3.20500 0.21605 -3.34030
H -3.69653 0.42310 0.16808
H -3.79144 2.54976 1.88007
C -3.29192 1.97437 2.66179
C -0.07791 -4.59232 1.21746
C -1.79016 -2.19928 -1.91770
H 3.49122 0.99816 -0.19611
H 1.95136 -2.86599 2.40180
H -1.05298 -1.14668 0.80254
H 5.94963 -2.80426 -0.71934
C -1.16265 -5.10658 0.51181
C 4.43857 -1.71567 -1.82690
H -2.84500 -2.46613 -2.11982
H -1.30127 5.42645 0.12769
H 1.68073 -0.73605 -3.45497
N -0.15717 1.90987 0.81859
C -1.15089 -3.24073 -1.04240
H 0.26933 4.59122 0.34105
C -1.75846 -4.40959 -0.56420
C -0.81988 4.43946 0.17500
H -0.98056 3.92266 -0.79334
H -2.13344 1.67067 -2.04187
H 0.23792 1.68806 -3.54336
H -1.58743 -6.06527 0.81942
W 0.15210 -0.05794 0.06292
H -3.19212 4.56562 2.10937
C -2.11022 4.54606 2.27464
H -3.31931 2.52446 3.60276
C 3.07895 -1.37163 -1.89367
H -3.42143 -1.26784 0.62925
H 5.13736 -1.42966 -2.62280
H -1.23833 -2.03457 -2.86624
H 1.80096 2.55542 -3.41425
H -1.88790 4.20863 3.29049
N 0.89468 -2.02358 -1.18305
C -3.44918 -0.57527 -0.21517
H -3.84964 1.04421 2.76655
C -1.19551 2.41423 1.48680
H 0.48228 2.67035 0.51914
H -1.35119 0.47292 3.90241
H 3.68726 2.08140 -1.61001
H 0.45679 2.95804 -2.30834
H 0.90266 -1.04496 1.27901
H -3.21933 0.45005 -2.76414
C 0.14470 -2.97912 -0.53526
C 2.44406 -0.33384 -2.76869
H -2.68548 -4.79231 -1.02091
C 4.91400 -2.45746 -0.72023
H 4.46968 -3.24723 1.28471
H 0.35619 -5.05951 2.10091
C 2.24724 -2.02693 -0.94328
H -4.21281 -0.90042 -0.93937
H 2.62901 2.56185 -0.24166
C 4.11612 -2.73946 0.37658
C 1.71632 -2.75292 1.32263
N -1.93741 1.63567 2.28983
C -1.39780 0.38741 2.81100
C -2.19746 0.63178 -2.40805
H -1.73525 5.56140 2.14525
```

The value obtained for the highest occupied orbital energy (alpha / beta) is -13.059 / -13.111 eV. As for the spin multiplicity: 3. The expectation value of S² is 2.0147. The charge is +2. The value obtained for the energy above the lowest of the compared OMol25 structures with the same formula, charge and spin is 0.0 kJ/mol.

***

The following is a DFT calculation (ωB97M-V with the def2-TZVPD basis set) of C20H20N4O3S2 in the gas phase.

```
49
Properties=species:S:1:pos:R:3
N -0.58017 1.78918 1.96660
H 2.24342 -0.38283 -5.01289
C 4.28868 -0.17820 -1.88905
H 4.71386 0.18212 -5.06356
H -3.79539 1.85190 2.78265
C 1.91921 -0.87700 1.46006
C 2.28361 -0.53150 -2.85815
C -0.86934 -2.02233 -1.01817
C 4.18528 -0.01265 -4.13923
H -3.26831 -3.13845 -0.42379
N 2.99495 -0.45967 -1.74695
C -3.27098 -2.06755 -0.28149
H -0.60914 2.74833 1.64477
C 2.99702 -0.10868 1.06780
N 5.01843 -0.08317 -0.74661
H 0.01475 -1.43223 -0.78769
C -4.46089 -0.06712 0.37380
H -1.26527 0.62380 -0.53514
H 3.77656 1.84208 0.71186
C -2.90352 2.24510 2.29818
H -2.68486 3.24779 2.66117
C 2.83238 -0.31898 -4.11402
H 1.62699 2.95863 1.25123
H 6.00798 0.07340 -0.86401
C 0.72538 -0.26649 1.79687
C -1.74494 1.28690 2.47587
C -3.29441 0.64833 0.13015
H 2.02766 -1.94899 1.48465
C 2.91336 1.26865 1.00834
S 4.53211 -0.90785 0.66487
H -5.78803 0.46059 1.95797
C 1.71667 1.88371 1.31659
C -2.11360 -1.34124 -0.53775
C 0.61495 1.12128 1.71386
H -0.76648 -3.00053 -0.55417
S -3.20797 2.40321 0.49400
O 4.31709 -2.28867 0.36639
C -2.14646 0.02987 -0.33843
C -5.71329 0.57926 0.87607
O 5.54315 -0.56875 1.61900
N 4.91464 0.05974 -3.04136
H -5.31036 -2.02247 0.34309
O -1.87304 0.19401 2.97247
H -5.72551 1.64172 0.64306
H 1.23495 -0.76179 -2.72611
H -6.58645 0.10887 0.42942
H -0.92056 -2.17131 -2.09776
H -0.12370 -0.85029 2.11156
C -4.42040 -1.43976 0.15396
```

The value obtained for the highest occupied orbital energy is -8.748 eV. The value obtained for the energy above the lowest of the compared OMol25 structures with the same formula, charge and spin is 170.5 kJ/mol. The structure (SMILES) is Cc1ccc(C)c(SCC(=O)Nc2ccc(S(=O)(=O)Nc3ncccn3)cc2)c1.

***

The following is a DFT calculation (ωB97M-V with the def2-TZVPD basis set) of C10H15N2P in the gas phase.

```
28
Properties=species:S:1:pos:R:3
N 0.47748 -1.13960 0.48593
H 1.14359 1.39393 -0.31000
H -4.21366 2.56431 -1.68999
H 3.61814 0.02798 1.40989
H 1.51399 1.10801 2.50278
C -1.83025 0.50106 -2.77720
C -1.61141 0.80288 -0.41308
H -0.20482 -2.93229 1.51744
H -3.24386 1.82660 -3.72617
H 1.72393 -1.41223 2.33837
C -2.83860 1.48170 -0.45502
C -2.91976 1.46964 -2.79142
H 2.40426 -2.11058 0.90064
C 2.58932 0.08415 0.96137
C -1.12356 0.30429 -1.60644
H 2.65338 0.19150 -0.08898
H 2.60215 2.19542 1.42160
H -1.53855 0.07060 -3.72395
P -0.67765 0.95237 1.11380
C 1.89178 1.36415 1.54715
H -0.30755 -0.39158 -1.53194
H -1.51751 -2.04980 0.65479
H -0.51103 -2.96183 -0.34072
H -3.35229 1.74235 0.55515
C -0.44104 -2.30898 0.60554
C -3.45299 1.85327 -1.57575
N 0.75210 1.63229 0.55672
C 1.77040 -1.25685 1.24676
```

The value obtained for the highest occupied orbital energy (alpha / beta) is -5.460 / -8.744 eV. As for the spin multiplicity: 3. The expectation value of S² is 2.0123. The value obtained for the energy above the lowest of the compared OMol25 structures with the same formula, charge and spin is 0.0 kJ/mol.

***

Number 1: E -77783.848 eV. Number 2: E -92898.643 eV. Number 3: E -14279.828 eV. Number 4: E -42657.046 eV. Number 5: E -20746.921 eV. Number 6: E -51851.475 eV. Number 7: E -54838.742 eV. Number 8: E -22877.530 eV.